This record from the Open Molecules 2025 dataset describes C37H35N7ORbS as an isolated structure in a non-equilibrium geometry. The level of theory is wB97M-V/def2-TZVPD.

```
! RIJCOSX wB97M-V def2-TZVPD def2/J DEFGRID3
* xyz -1 1
Rb -1.3360 -0.5353 0.5287
S -4.6768 0.3169 1.3980
O -2.7572 0.3438 -1.6033
N -0.5920 -1.3714 -2.4750
N -2.4511 1.3853 3.1563
N 0.4107 0.9537 3.1670
N -0.5089 -0.9379 -4.6525
N -5.9769 0.8597 3.6556
N -2.0222 3.0547 -1.1406
N -3.7309 1.3121 3.6602
C 1.6975 -4.8365 2.7345
C 0.6259 3.3291 3.3530
C 6.0025 -2.0724 -2.0370
C 4.2391 -2.6120 -0.4835
C 2.4519 -0.8169 0.1491
C -1.5747 2.1459 3.6783
C 1.4653 2.1742 -1.6435
C -5.5431 -0.4235 -3.7883
C 0.0504 4.1252 -0.3709
C 0.8025 -1.1465 -4.2035
C 3.6791 -1.3374 -0.5692
C 0.0639 2.1436 -1.7344
C -4.9293 -1.1123 -4.8163
C 4.4039 -0.3612 -1.3119
C 0.7431 -1.3827 -2.8821
C 1.4147 4.1276 -0.3383
C 1.6046 -3.0212 1.0264
C -3.4567 -0.0988 -2.5938
C 5.5728 -0.7210 -1.9704
C -2.8262 -0.8830 -3.6411
C 1.7151 0.8082 2.9800
C 1.6271 -1.6438 0.7726
C 1.0926 -3.9931 0.1553
C -4.7973 0.8274 2.9543
C -4.8695 0.1261 -2.7369
C 2.5531 1.8817 2.9651
C -1.3251 -1.0371 -3.5529
C 1.9528 -3.5349 2.3583
C 2.1365 3.0992 -0.8906
C -3.5450 -1.3068 -4.7357
C 0.9732 -5.3255 0.5342
C -1.9548 3.1503 4.7896
C 5.3565 -2.9743 -1.2442
C -0.6473 3.1020 -1.0513
C 2.0164 3.1645 3.1858
C 1.2100 -5.7812 1.8247
C -0.1215 2.1622 3.3274
H -4.0039 2.0202 4.3202
H -6.6291 -0.2523 -3.7997
H 2.6172 4.0159 3.1889
H 1.9438 -5.1324 3.7097
H -6.7604 0.3991 3.1953
H 5.6597 -4.0622 -1.1342
H 1.9280 4.9669 0.1130
H 0.1208 4.3385 3.3795
H -3.0479 -1.9352 -5.5005
H 4.1074 0.6499 -1.2771
H 1.6048 -1.2332 -4.9261
H 1.0361 -6.8353 2.0338
H -0.8580 -0.7153 -5.5775
H 2.1919 -2.8545 3.1369
H 0.6638 -3.6779 -0.8042
H 2.0178 -0.2484 2.8830
H 6.9193 -2.3646 -2.5771
H -2.7148 3.8238 4.3737
H -5.9101 0.8585 4.6795
H -2.4536 2.1324 -1.1538
H 3.7427 -3.2775 0.1973
H 3.6026 1.6777 2.8594
H -0.5489 4.8522 0.1123
H 6.0991 -0.0286 -2.5228
H 0.5273 -6.0190 -0.1760
H -2.4705 3.4164 -0.3359
H -0.4142 1.4230 -2.4203
H -5.5179 -1.5037 -5.6187
H 1.5915 -1.5863 -2.2042
H 3.2191 2.9945 -0.9070
H -5.3433 0.7320 -1.9091
H -1.1412 3.7355 5.1710
H -2.3791 2.6831 5.6322
H 2.3145 0.2935 0.0643
H 2.0668 1.3866 -2.0932
*
```

Summary:
Lowest unoccupied orbital energy ... 1.606 eV
HOMO ... -2.96 eV
Relative energy (zero: lowest compared OMol25 entry of this formula, charge and spin) ... 1.031 eV
Electronic energy ... -62905.222 eV

This record from the Open Molecules 2025 dataset describes C37H37BrFeN4O3Si2 as an isolated structure. The level of theory is wB97M-V/def2-TZVPD.

```
! RIJCOSX wB97M-V def2-TZVPD def2/J DEFGRID3
* xyz -2 5
Br -1.5047 -7.5036 -0.2072
Fe 0.0055 0.2041 -0.7160
Si -0.8452 1.3122 2.5808
Si 1.3256 2.0555 -0.3280
O 1.6643 -0.0975 -5.3361
O 0.8585 -0.1032 -2.6551
O -0.4948 -0.0367 1.6662
N 1.5214 -0.8633 0.0248
N 1.4166 -1.3973 1.2623
N -1.3832 -1.4734 -1.1765
N -1.5995 1.2478 -1.3404
C 1.0860 4.6741 0.8654
C -3.4912 1.0414 -2.8469
C 2.4844 -0.4978 -4.3093
C -1.4447 -2.8439 -0.9643
C -2.3158 -0.9316 -1.9485
C 2.6201 -1.2084 -0.5955
C -2.8660 3.1849 -1.9914
C 0.6897 3.3291 0.9882
C -0.7233 -3.5497 5.3347
C -0.2641 5.3463 2.7300
C 4.2837 -1.3094 -2.3714
C 2.9744 -0.9767 -1.9826
C 3.1349 1.8930 0.2315
C 3.7772 -0.8223 -4.6569
C 2.0358 -0.4986 -2.9549
C -1.2647 -1.7844 3.7646
C -2.4636 0.4561 -2.0585
C -1.6049 -2.5862 4.8380
C -2.6177 -4.9849 -0.9664
C -0.6504 4.0249 2.8892
C -0.0041 -1.9027 3.1198
C -1.4789 -5.6159 -0.5087
C -2.7080 1.4697 2.5274
C -3.6957 2.3885 -2.8133
C 0.6249 5.6712 1.7125
C 0.3615 -1.0948 2.0046
C 0.5164 -3.6978 4.6950
C -2.6014 -3.6123 -1.1859
C 0.8717 -2.9142 3.6175
C -1.8437 2.5648 -1.3089
C 4.7027 -1.2196 -3.6849
C -0.1875 3.0026 2.0429
C 0.2891 -0.4461 -5.2459
C -0.1644 1.1051 4.3025
C 1.4642 3.1111 -1.9313
C -0.3251 -4.8891 -0.2550
C -0.3132 -3.5250 -0.4824
H 1.7738 4.9448 0.0670
H -2.9892 1.9633 1.5901
H 0.5602 -5.3818 0.1255
H -0.1003 2.0783 4.7976
H -3.5232 -5.5529 -1.1323
H 3.7182 1.3570 -0.5270
H 0.8919 4.0461 -1.8857
H 0.5822 -2.9572 -0.2823
H -0.1159 -0.2955 -6.2473
H 1.0752 2.5161 -2.7660
H -1.3348 3.7813 3.7005
H -4.4818 2.8419 -3.4056
H 5.7201 -1.4677 -3.9649
H -3.0964 2.0712 3.3578
H 0.8487 0.6935 4.2256
H -2.5855 -2.4733 5.2905
H 4.9721 -1.6487 -1.6006
H 3.2077 1.3261 1.1695
H -0.6488 6.1127 3.3936
H 1.2132 -4.4527 5.0476
H -3.5212 -3.1318 -1.4924
H -4.1079 0.3882 -3.4528
H -1.9875 -1.0754 3.3852
H -0.7507 0.4182 4.9170
H -0.2447 0.1606 -4.5205
H 0.1672 -1.4951 -4.9610
H -0.9989 -4.1759 6.1746
H -3.1903 0.4898 2.5491
H 4.0518 -0.7613 -5.7049
H 3.3260 -1.7745 0.0069
H -2.9923 -1.5478 -2.5383
H 1.8254 -3.0495 3.1233
H 0.9489 6.6986 1.5777
H 3.5825 2.8832 0.3861
H 2.5087 3.3604 -2.1598
H -1.1657 3.1582 -0.7052
H -2.9914 4.2555 -1.9142
*
```

Summary:
Lowest unoccupied orbital energy (spin up / spin down) ... 3.998 / 3.996 eV
<S²> ... 6.12
HOMO (spin up / spin down) ... 0.55 / -1.29 eV
Electronic energy ... -171259.244 eV

This record from the Open Molecules 2025 dataset describes C37H37Cl3N6ORbS2 as an isolated structure. The level of theory is wB97M-V/def2-TZVPD.

```
! RIJCOSX wB97M-V def2-TZVPD def2/J DEFGRID3
* xyz -1 1
Rb -0.6766 -1.1009 -0.5378
Cl -0.5815 3.1388 -1.5110
Cl 4.2000 2.8286 -3.8844
Cl -2.8617 6.3135 -0.4402
S -3.3154 6.6753 2.4695
S -3.1170 0.2398 -2.2631
O 1.1197 6.5451 0.6770
N 2.2450 -1.6277 -0.9033
N 0.6681 -3.5307 0.3252
N -1.9978 -3.3137 1.0557
N 0.1563 3.1925 1.7754
N -2.1721 -2.2440 -2.6051
N -0.2615 1.0541 1.4041
C -3.2686 -1.4499 -2.6314
C -2.2934 6.8121 1.0970
C -0.0852 -4.6682 0.3392
C -1.5401 -2.9056 2.3765
C 0.0722 7.4782 0.4312
C -4.5324 -2.0213 -2.9255
C 3.1927 3.5105 -2.6450
C 2.9292 -0.3722 -1.0979
C 2.9112 4.9449 -0.7630
C -2.2953 -5.6950 0.5154
C 1.9279 -2.2609 -2.1780
C 1.9971 -3.5418 0.6010
C -3.4246 -3.1298 0.8905
C 0.6707 1.9685 1.4892
C -4.6458 -3.3716 -3.1588
C -0.4442 -7.0382 -0.1802
C -1.2076 3.0394 1.8600
C 1.0628 3.6740 -1.5748
C 1.8657 3.1357 -2.5724
C 4.1732 -2.4372 0.3945
C 3.7308 4.4148 -1.7437
C 3.9645 -4.3263 1.8423
C -2.0823 7.2836 3.4932
C 2.8372 -2.5313 0.0364
C -3.5093 -4.1807 -3.1002
C -2.3100 -3.5580 -2.8232
C -1.4770 -4.5822 0.6463
C -1.4465 1.7189 1.6248
C 0.7272 5.1951 0.4433
C 1.5685 4.5912 -0.6571
C 0.8577 4.4534 1.7813
C 0.3905 -5.9385 -0.0547
C -1.0627 7.3077 1.4001
C -0.9558 7.5806 2.8008
C 4.7539 -3.3182 1.3055
C 2.6279 -4.4394 1.4947
C -1.7998 -6.9270 0.0940
H 0.4386 5.0954 2.5550
H 2.8374 -2.4859 -2.7565
H 5.7987 -3.2197 1.5731
H 1.7297 1.8083 1.3441
H -1.3986 -4.1456 -2.7456
H -0.0346 -7.9846 -0.5170
H 1.9092 4.2767 2.0109
H -5.6143 -3.8095 -3.3772
H -3.7247 -3.4277 -0.1151
H -5.3929 -1.3671 -2.9468
H -3.6635 -2.0705 1.0133
H -2.4648 -7.7751 -0.0139
H 3.1657 0.0768 -0.1316
H 4.7716 4.6992 -1.8148
H 2.0190 -5.2167 1.9409
H -2.3960 1.2099 1.5804
H 1.4515 2.4284 -3.2773
H 3.3086 5.6701 -0.0639
H -0.4541 -2.9795 2.4206
H -1.8627 3.8722 2.0622
H 3.8652 -0.4570 -1.6754
H 1.2930 -1.6045 -2.7820
H -4.0277 -3.6939 1.6218
H 4.3915 -5.0250 2.5539
H -3.3527 -5.6064 0.7326
H -2.2681 7.3929 4.5504
H 2.2713 0.3081 -1.6446
H -1.9787 -3.5301 3.1715
H -0.0570 7.9753 3.2568
H 1.3859 -3.1876 -1.9936
H -1.8269 -1.8663 2.5620
H -0.3204 5.1491 0.1385
H 4.7924 -1.6643 -0.0465
H 0.5261 8.4613 0.5490
H 1.4420 -6.0262 -0.3037
H -3.5569 -5.2511 -3.2487
H -0.2886 7.3849 -0.5961
*
```

Summary:
Lowest unoccupied orbital energy ... 1.680 eV
HOMO ... -3.14 eV
Relative energy (zero: lowest compared OMol25 entry of this formula, charge and spin) ... 0.032 eV
Electronic energy ... -109853.341 eV

This record from the Open Molecules 2025 dataset describes C37H37Cl3O2P2Tc as an isolated structure in a non-equilibrium geometry. The level of theory is wB97M-V/def2-TZVPD.

```
! RIJCOSX wB97M-V def2-TZVPD def2/J DEFGRID3
* xyz 2 4
Tc 2.0147 0.3002 -1.5543
Cl 2.4696 3.1238 2.8674
Cl 3.3140 0.4160 3.6291
Cl 0.6908 1.4900 4.5323
P -1.0538 1.6503 0.5403
P -2.2111 -1.7284 1.6051
O -0.0097 1.7193 1.9035
O 1.4408 -0.0073 1.3036
C -1.1240 5.6236 0.6694
C -5.3149 -4.3452 2.1770
C 2.8360 0.7115 -3.2098
C 0.9522 -4.9471 0.7266
C -6.4084 -3.4788 2.2836
C -1.6988 5.9385 -0.5751
C 0.1509 -1.1273 -3.1805
C 2.8616 3.2007 -0.8024
C 0.7429 -1.1569 -1.7884
C 1.1557 0.9622 2.0216
C -6.2193 -2.0970 2.1671
C -1.8357 -0.7821 3.0718
C -1.8121 4.9802 -1.6021
C 2.1589 -1.6046 -1.5596
C -1.1324 -3.8428 0.1825
C 1.9323 1.4568 3.2509
C -4.9423 -1.5846 1.9395
C -3.8445 -2.4581 1.8615
C -0.6945 4.3263 0.9149
C 4.9935 3.6781 0.2501
C 0.1611 -3.1223 2.1103
C 0.3756 0.2422 -3.8914
C 5.1545 2.3313 0.5694
C 1.3816 1.1132 -3.1775
C 4.1686 1.4045 0.2087
C -0.9844 -3.0101 1.3056
C -1.0442 3.3205 -0.0122
C -2.5178 0.7158 0.4194
C 2.9753 -1.9057 -2.7922
C 3.2075 -0.6612 -3.7542
C -4.0286 -3.8413 1.9679
C 1.1109 -4.1030 1.8295
C -2.3603 -0.6940 0.1901
C 3.1015 1.8685 -0.5270
C -1.4279 3.6654 -1.3503
C -0.1677 -4.8112 -0.0981
C 3.8495 4.1190 -0.4109
H 2.5318 -2.7697 -3.3297
H -7.0649 -1.4151 2.2525
H 0.0148 -1.4851 -1.0570
H 2.7462 -0.8389 -4.7420
H 4.3019 -0.6436 -3.9443
H -0.6071 0.7475 -3.9518
H -3.3696 1.2925 0.0069
H -2.3495 0.1856 3.0260
H -0.2960 -5.4621 -0.9628
H 2.2974 -2.2564 -0.6996
H 3.9823 -2.2581 -2.4843
H 0.4639 -1.9906 -3.7967
H -5.4608 -5.4217 2.2572
H -2.2339 -1.3334 3.9328
H -2.0569 6.9540 -0.7438
H 6.0370 1.9904 1.1005
H -0.9428 -1.2538 -3.0833
H 4.2332 0.3401 0.4317
H -7.4088 -3.8778 2.4616
H -2.0032 -3.7337 -0.4677
H 0.6533 0.1248 -4.9511
H -4.7887 -0.5106 1.8095
H 1.9420 3.4983 -1.3053
H -1.4419 2.8899 -2.1254
H 1.6997 -5.7119 0.5096
H -3.1716 -4.5110 1.8798
H -0.7565 -0.6309 3.2043
H 1.1255 2.1599 -3.2530
H -2.2260 5.2534 -2.5798
H -1.0263 6.3609 1.4712
H -0.1471 4.0644 1.8215
H 1.9797 -4.2067 2.4804
H -2.3691 -1.2238 -0.8101
H 3.7152 5.1738 -0.6325
H 5.7661 4.3955 0.5340
H 3.5601 1.4986 -3.4221
H 0.3027 -2.4439 2.9501
*
```

Summary:
Lowest unoccupied orbital energy (spin up / spin down) ... -6.915 / -7.058 eV
<S²> ... 3.80
HOMO (spin up / spin down) ... -12.61 / -13.94 eV
Relative energy (zero: lowest compared OMol25 entry of this formula, charge and spin) ... 2.787 eV
Electronic energy ... -101385.482 eV

Q: Among the records above, which one has the lowest electronic energy?
A: C37H37BrFeN4O3Si2

Q: Look up the electronic energy of the third one.
A: -109853.341 eV